Entry 1:
Molecular formula: C28H98BrO24P2S
Method: DFT, ωB97M-V with the def2-TZVPD basis set

The value obtained for the orbital gap is 7.10 eV. The value obtained for the total energy is -179209.8202 eV.

Geometry as ORCA input:
```
! wB97M-V def2-TZVPD RIJCOSX def2/J DEFGRID3
* xyz -1 1
C -3.177 -0.072 1.175
C -3.246 1.388 0.379
O -2.224 2.240 1.001
P -1.848 3.646 0.048
O -2.391 4.920 0.855
C 0.092 3.821 0.109
C 0.870 2.729 -0.833
P 1.161 1.018 0.053
Br -0.397 0.281 -1.424
O 1.075 -0.504 0.961
C 1.741 -1.631 0.265
C 2.134 -2.981 1.143
C 2.949 -0.875 -0.573
S 3.245 -2.088 -2.007
O 2.455 0.468 -1.021
O -2.356 3.584 -1.612
C -3.769 3.945 -1.792
C -4.029 4.635 -3.289
H -4.255 -0.458 1.471
H -2.583 -0.874 0.558
H -2.591 0.054 2.201
H -3.105 1.229 -0.773
H -4.350 1.812 0.539
H 0.434 3.781 1.252
H 0.330 4.901 -0.328
H 1.973 3.156 -1.000
H 0.422 2.603 -1.917
H 2.230 1.575 0.876
H 0.276 1.494 1.085
H 1.111 -2.126 -0.618
H 3.115 -3.448 0.659
H 1.249 -3.756 0.969
H 2.238 -2.777 2.295
H 3.983 -0.846 -0.001
H 2.453 -1.598 -3.058
H -4.195 4.708 -1.016
H -4.494 2.998 -1.761
H -3.105 4.545 -4.003
H -5.037 4.220 -3.771
H -4.236 5.793 -3.089
C -2.761 6.484 4.181
O -2.034 6.475 2.966
H -2.530 7.402 4.727
H -3.832 6.448 3.967
H -2.471 5.621 4.786
H -2.259 5.649 2.504
C 1.068 -3.732 -5.130
O 0.745 -3.541 -3.765
H 0.234 -4.234 -5.626
H 1.240 -2.762 -5.603
H 1.964 -4.352 -5.210
H 1.503 -3.094 -3.351
C -5.436 -2.681 -0.270
O -4.812 -1.897 -1.270
H -6.354 -2.183 0.051
H -5.682 -3.665 -0.677
H -4.763 -2.787 0.584
H -4.002 -2.364 -1.535
C -2.153 -4.524 0.935
O -3.539 -4.554 0.652
H -1.823 -3.483 0.984
H -1.965 -5.009 1.897
H -1.606 -5.040 0.142
H -3.803 -5.489 0.615
C 5.905 -3.876 -0.188
O 5.582 -3.685 1.177
H 5.071 -4.378 -0.684
H 6.077 -2.906 -0.662
H 6.801 -4.497 -0.269
H 6.340 -3.238 1.590
C -1.231 -0.009 -5.326
O -1.360 -1.417 -5.261
H -1.974 0.384 -6.024
H -1.402 0.420 -4.336
H -0.229 0.251 -5.679
H -0.688 -1.737 -4.635
C 1.585 8.030 -0.797
O 1.743 7.076 -1.831
H 1.241 7.520 0.107
H 2.544 8.513 -0.596
H 0.845 8.775 -1.097
H 2.049 7.557 -2.619
C -1.982 -6.050 -4.078
O -1.197 -5.849 -2.917
H -2.888 -6.595 -3.804
H -2.257 -5.082 -4.506
H -1.414 -6.634 -4.806
H -0.401 -5.363 -3.191
C 0.480 -5.037 3.556
O 0.440 -3.623 3.617
H 0.339 -5.352 2.519
H 1.449 -5.391 3.914
H -0.322 -5.452 4.172
H 0.567 -3.374 4.549
C 5.073 7.426 -4.025
O 3.686 7.396 -4.309
H 5.403 8.466 -3.976
H 5.260 6.941 -3.064
H 5.619 6.910 -4.818
H 3.422 6.460 -4.346
C -1.334 -7.364 6.345
O -0.368 -6.336 6.229
H -1.151 -8.113 5.571
H -1.251 -7.834 7.329
H -2.334 -6.943 6.213
H -0.555 -5.687 6.929
C -2.491 -5.755 9.318
O -1.525 -4.726 9.201
H -2.308 -6.503 8.543
H -2.409 -6.224 10.301
H -3.491 -5.333 9.186
H -1.713 -4.077 9.901
C -2.297 9.446 0.622
O -1.603 8.215 0.548
H -1.693 10.224 0.148
H -3.252 9.360 0.097
H -2.468 9.708 1.669
H -2.163 7.545 0.976
C 3.519 11.665 -0.601
O 4.245 11.657 -1.816
H 3.749 12.583 -0.056
H 2.448 11.630 -0.815
H 3.809 10.802 0.004
H 4.021 10.831 -2.278
C 5.102 6.721 -7.679
O 6.409 6.332 -7.300
H 4.384 6.016 -7.253
H 4.894 7.724 -7.298
H 5.019 6.709 -8.769
H 7.024 6.975 -7.692
C -2.340 3.629 7.070
O -3.326 4.513 7.571
H -2.742 3.106 6.199
H -1.455 4.198 6.774
H -2.077 2.900 7.841
H -2.940 4.963 8.343
C 3.133 -7.656 1.946
O 1.747 -7.686 1.662
H 3.463 -6.616 1.995
H 3.320 -8.141 2.907
H 3.680 -8.172 1.153
H 1.483 -8.621 1.625
C -5.029 -7.617 -1.895
O -4.222 -6.986 -0.917
H -5.839 -8.153 -1.395
H -5.451 -6.863 -2.563
H -4.423 -8.327 -2.465
H -3.512 -6.520 -1.390
C 4.159 -8.045 -1.771
O 5.201 -7.463 -1.010
H 3.211 -7.584 -1.486
H 4.342 -7.872 -2.834
H 4.115 -9.118 -1.568
H 6.030 -7.892 -1.283
*
```

***

Entry 2:
Molecular formula: C2H6N3O
Method: DFT, ωB97M-V with the def2-TZVPD basis set

Its energy above the lowest of the compared OMol25 structures with the same formula, charge and spin is 393.67 kJ/mol. The value obtained for the orbital gap is 10.79 eV. The value obtained for the total energy is -8679.1371 eV.

Geometry as ORCA input:
```
! wB97M-V def2-TZVPD RIJCOSX def2/J DEFGRID3
* xyz 1 1
C -1.414 0.854 0.024
C 0.213 -0.497 0.554
N -1.635 -0.382 -0.601
N -0.739 -1.206 -0.288
N 1.425 -0.403 -0.411
O -0.282 0.721 0.810
H -1.163 1.662 -0.723
H -2.223 1.243 0.747
H 0.731 -0.971 1.734
H 2.189 -1.080 -0.257
H 1.762 0.565 -0.208
H 1.136 -0.506 -1.382
*
```

***

Entry 3:
Molecular formula: C14H11F3N4RhS3
Method: DFT, ωB97M-V with the def2-TZVPD basis set

The value obtained for the orbital gap (alpha / beta) is 6.49 / 5.61 eV. The value obtained for the total energy is -64315.6401 eV.

Geometry as ORCA input:
```
! wB97M-V def2-TZVPD RIJCOSX def2/J DEFGRID3
* xyz 1 5
Rh -0.067 -0.818 0.784
C 0.808 1.717 5.373
S -0.756 0.847 5.187
C -0.688 0.341 3.547
S 0.736 0.360 2.589
N -1.863 -0.080 3.057
N -1.769 -0.654 1.895
C -2.958 -0.967 1.243
C -2.823 -1.465 -0.046
C -3.908 -1.959 -0.808
C -3.693 -2.378 -2.095
C -2.404 -2.304 -2.632
C -1.372 -1.829 -1.841
N -1.555 -1.423 -0.586
H 0.795 2.127 6.380
H 0.869 2.526 4.647
H 1.652 1.040 5.269
H -3.899 -0.791 1.743
H -4.890 -1.997 -0.358
H -4.509 -2.760 -2.692
H -2.199 -2.611 -3.646
H -0.362 -1.771 -2.223
F 3.751 -1.254 -2.796
C 4.114 -0.125 -2.168
F 4.960 0.531 -2.964
F 4.780 -0.477 -1.061
C 2.906 0.715 -1.837
C 2.743 1.982 -2.373
C 1.607 2.715 -2.058
C 0.666 2.156 -1.211
N 0.822 0.941 -0.692
C 1.909 0.230 -0.993
S 1.876 -1.343 -0.208
H 3.500 2.387 -3.030
H 1.456 3.705 -2.463
H -0.234 2.688 -0.932
*
```

***

Entry 4:
Molecular formula: C2H6O2P2S4
Method: DFT, ωB97M-V with the def2-TZVPD basis set

Its energy above the lowest of the compared OMol25 structures with the same formula, charge and spin is 10.16 kJ/mol. The value obtained for the orbital gap is 8.01 eV. The value obtained for the total energy is -68186.1820 eV.

Geometry as ORCA input:
```
! wB97M-V def2-TZVPD RIJCOSX def2/J DEFGRID3
* xyz 0 1
C 0.879 -1.002 1.974
C 0.883 0.791 -1.689
O 0.738 -1.733 0.764
O 0.151 0.374 -0.524
P -0.306 -1.148 -0.295
P -1.784 1.208 0.122
S -2.094 -0.861 0.829
S -2.684 1.934 -1.389
S -0.841 2.477 1.272
S -0.485 -2.141 -1.931
H 1.665 -0.216 1.847
H 0.846 -1.792 2.719
H -0.130 -0.515 2.109
H 0.072 1.080 -2.465
H 1.555 -0.083 -1.909
H 1.536 1.626 -1.435
*
```

***

Entry 5:
Molecular formula: C44H96BrO18PS7
Method: DFT, ωB97M-V with the def2-TZVPD basis set

The value obtained for the orbital gap is 9.03 eV. The value obtained for the total energy is -239213.4980 eV. The SMILES is CCCCCCCCCCCCCCCCCC[PH](S)(Br)Cc1cccc(C)c1.CCOS(C)(=O)=O.CCOS(C)(=O)=O.CCOS(C)(=O)=O.CCOS(C)(=O)=O.CCOS(C)(=O)=O.CCOS(C)(=O)=O.

Geometry as ORCA input:
```
! wB97M-V def2-TZVPD RIJCOSX def2/J DEFGRID3
* xyz 0 1
C -3.244 4.899 0.322
C -2.063 5.156 1.351
C -0.667 5.327 0.621
C -0.002 3.902 0.420
C 0.631 3.727 -1.045
C 0.220 2.331 -1.667
C 1.487 1.481 -2.097
C 1.189 -0.058 -2.020
C 1.228 -0.638 -0.533
C 1.514 -2.195 -0.690
C 1.454 -2.948 0.708
C 2.907 -2.868 1.360
C 2.854 -2.160 2.791
C 2.341 -3.151 3.908
C 3.077 -3.023 5.292
C 3.151 -1.553 5.874
C 4.538 -1.445 6.672
C 5.656 -1.209 5.572
P 7.192 -2.279 5.745
S 7.402 -1.913 7.881
Br 6.987 -2.818 3.451
C 8.890 -1.537 5.338
C 8.618 -0.056 4.880
C 8.603 0.327 3.466
C 8.300 1.709 3.137
C 8.037 2.667 4.220
C 8.060 2.296 5.620
C 7.754 3.266 6.808
C 8.366 0.907 5.960
H -2.960 4.119 -0.439
H -4.118 4.503 0.906
H -3.529 5.851 -0.191
H -2.019 4.231 2.008
H -2.230 6.078 1.969
H -0.003 5.915 1.317
H -0.752 5.913 -0.342
H 0.842 3.819 1.153
H -0.752 3.091 0.625
H 1.744 3.748 -0.918
H 0.268 4.577 -1.677
H -0.375 2.525 -2.603
H -0.392 1.685 -0.983
H 2.423 1.768 -1.547
H 1.687 1.720 -3.183
H 2.015 -0.598 -2.570
H 0.192 -0.358 -2.437
H 0.243 -0.511 -0.009
H 2.023 -0.149 0.092
H 2.543 -2.260 -1.144
H 0.775 -2.674 -1.387
H 0.757 -2.449 1.426
H 1.201 -4.037 0.596
H 3.597 -2.250 0.720
H 3.398 -3.879 1.460
H 2.127 -1.309 2.693
H 3.878 -1.746 2.963
H 1.246 -2.982 4.058
H 2.532 -4.198 3.532
H 2.465 -3.619 6.032
H 4.114 -3.446 5.302
H 2.333 -1.346 6.624
H 3.079 -0.744 5.105
H 4.639 -2.394 7.249
H 4.455 -0.531 7.317
H 5.864 -0.108 5.537
H 5.203 -1.464 4.580
H 7.086 -3.687 5.972
H 7.150 -3.146 8.450
H 9.554 -1.549 6.238
H 9.357 -2.121 4.499
H 8.827 -0.464 2.710
H 8.258 2.022 2.067
H 7.786 3.715 3.937
H 7.609 4.319 6.471
H 8.499 3.147 7.634
H 6.765 2.926 7.236
H 8.382 0.557 7.017
C -2.908 1.533 7.263
C -3.121 0.226 6.524
O -3.540 0.437 5.168
S -2.454 0.953 4.104
C -3.426 0.718 2.648
O -1.354 0.033 4.078
O -2.259 2.360 4.287
H -2.075 2.096 6.839
H -2.686 1.349 8.316
H -3.795 2.164 7.190
H -2.222 -0.396 6.552
H -3.917 -0.337 7.015
H -3.612 -0.345 2.510
H -2.857 1.112 1.807
H -4.359 1.268 2.755
C -1.240 10.549 -3.725
C -2.136 9.611 -2.937
O -2.546 8.480 -3.715
S -1.465 7.327 -4.010
C -2.575 6.128 -4.674
O -0.954 6.840 -2.762
O -0.593 7.765 -5.061
H -0.291 10.073 -3.974
H -1.022 11.449 -3.147
H -1.715 10.835 -4.665
H -1.651 9.284 -2.014
H -3.046 10.142 -2.651
H -3.261 5.807 -3.894
H -1.978 5.285 -5.018
H -3.111 6.567 -5.513
C 2.381 -6.269 -2.234
C 1.919 -5.220 -3.228
O 2.059 -5.665 -4.584
S 1.021 -6.758 -5.136
C 1.467 -6.652 -6.840
O -0.313 -6.257 -4.971
O 1.402 -8.051 -4.647
H 1.741 -7.150 -2.264
H 2.359 -5.872 -1.217
H 3.396 -6.598 -2.467
H 0.888 -4.915 -3.031
H 2.543 -4.330 -3.123
H 1.210 -5.663 -7.215
H 0.903 -7.415 -7.375
H 2.534 -6.844 -6.939
C -9.971 -0.631 5.345
C -9.452 -2.024 5.040
O -8.164 -1.992 4.410
S -6.886 -1.627 5.312
C -5.644 -2.050 4.130
O -6.814 -2.546 6.410
O -6.850 -0.208 5.513
H -9.352 -0.133 6.092
H -10.991 -0.676 5.732
H -9.957 -0.011 4.447
H -9.420 -2.641 5.941
H -10.131 -2.514 4.340
H -5.680 -3.121 3.943
H -4.680 -1.774 4.557
H -5.821 -1.485 3.217
C -2.511 -0.623 -4.556
C -2.518 0.328 -5.738
O -3.806 0.930 -5.939
S -4.281 2.072 -4.919
C -5.696 2.614 -5.825
O -3.302 3.121 -4.907
O -4.733 1.456 -3.707
H -2.675 -0.090 -3.619
H -1.553 -1.141 -4.484
H -3.310 -1.362 -4.653
H -1.750 1.098 -5.630
H -2.287 -0.229 -6.647
H -5.370 3.058 -6.763
H -6.210 3.356 -5.216
H -6.349 1.762 -6.000
C -3.439 -5.116 -8.369
C -2.524 -5.875 -9.311
O -2.143 -5.086 -10.447
S -1.074 -3.909 -10.231
C -0.784 -3.547 -11.934
O 0.118 -4.465 -9.661
O -1.734 -2.783 -9.639
H -2.922 -4.272 -7.912
H -3.792 -5.766 -7.567
H -4.299 -4.715 -8.910
H -1.637 -6.243 -8.789
H -3.053 -6.748 -9.698
H -0.310 -4.405 -12.405
H -0.124 -2.682 -11.977
H -1.733 -3.312 -12.411
*
```

***

Entry 6:
Molecular formula: C5H2N3O6
Method: DFT, ωB97M-V with the def2-TZVPD basis set

Its energy above the lowest of the compared OMol25 structures with the same formula, charge and spin is 387.81 kJ/mol. The value obtained for the orbital gap (alpha / beta) is 8.18 / 8.08 eV. The value obtained for the total energy is -21969.0277 eV.

Geometry as ORCA input:
```
! wB97M-V def2-TZVPD RIJCOSX def2/J DEFGRID3
* xyz -1 1
C 1.435 -1.726 0.053
C 0.700 1.309 0.100
C 3.001 0.043 -0.146
C -4.082 -0.419 -0.322
C -0.116 0.217 0.348
N 2.577 -1.307 -0.114
N 2.129 1.060 0.079
N -1.421 -0.019 0.345
O -3.812 -0.242 -1.427
O 0.395 2.479 -0.091
O 4.178 0.262 -0.351
O -4.564 -0.634 0.701
O -1.833 -1.196 0.237
O -2.220 0.925 0.507
H 1.039 -2.714 0.103
H 2.594 1.960 -0.022
*
```